{"formula": "C25H74N4O12", "method": "ωB97M-V/def2-TZVPD", "elements": ["C", "C", "O", "H", "H", "H", "H", "H", "H", "C", "C", "O", "H", "H", "H", "H", "H", "H", "C", "C", "O", "H", "H", "H", "H", "H", "H", "C", "C", "O", "H", "H", "H", "H", "H", "H", "C", "C", "O", "H", "H", "H", "H", "H", "H", "C", "C", "O", "H", "H", "H", "H", "H", "H", "C", "C", "O", "H", "H", "H", "H", "H", "H", "C", "O", "N", "N", "H", "H", "H", "H", "C", "O", "N", "N", "H", "H", "H", "H", "C", "C", "C", "O", "H", "H", "H", "H", "H", "H", "H", "H", "C", "C", "C", "O", "H", "H", "H", "H", "H", "H", "H", "H", "C", "C", "C", "O", "H", "H", "H", "H", "H", "H", "H", "H"], "xyz": [[-20.6910, -10.7985, 11.8162], [-21.6596, -9.8499, 12.5072], [-20.9289, -8.7703, 13.0332], [-21.2065, -11.6792, 11.4280], [-19.9302, -11.2469, 12.4556], [-20.2259, -10.2697, 10.9850], [-22.1322, -10.2465, 13.4084], [-22.3944, -9.4458, 11.8119], [-20.3829, -9.0930, 13.7597], [-25.1386, -3.7199, 15.4221], [-24.0927, -3.4192, 16.4798], [-24.4400, -2.2569, 17.2083], [-24.8480, -4.6093, 14.8628], [-25.2721, -2.8939, 14.7234], [-26.0924, -3.8980, 15.9200], [-23.1500, -3.2508, 15.9541], [-24.0056, -4.3245, 17.0844], [-23.6425, -2.0550, 17.7053], [-20.8743, -1.4720, 10.3216], [-19.9768, -2.6901, 10.3604], [-18.9531, -2.5076, 9.3341], [-20.3305, -0.5330, 10.4343], [-21.6220, -1.4900, 11.1156], [-21.3931, -1.3529, 9.3698], [-20.4593, -3.6618, 10.2508], [-19.5417, -2.7307, 11.3621], [-18.8362, -3.3987, 8.9944], [-16.8995, -6.6040, 9.5096], [-18.3460, -7.0820, 9.6920], [-18.4552, -8.5141, 9.5842], [-16.6103, -6.8362, 8.4834], [-16.1606, -7.1013, 10.1380], [-16.7763, -5.5305, 9.6535], [-19.0193, -6.6787, 8.9344], [-18.6840, -6.7634, 10.6804], [-19.3738, -8.7902, 9.5474], [-21.5848, -5.6422, 14.0622], [-21.1034, -5.3698, 12.6792], [-21.7098, -6.2596, 11.7618], [-21.1118, -4.9816, 14.7912], [-21.3242, -6.6323, 14.4385], [-22.6645, -5.5963, 14.2139], [-20.0363, -5.5902, 12.6151], [-21.3228, -4.3227, 12.4706], [-21.5261, -7.1587, 12.0584], [-25.3288, -3.1104, 10.3192], [-24.5898, -4.0075, 11.2845], [-23.3456, -4.3131, 10.6651], [-26.2671, -2.8126, 10.7883], [-25.5899, -3.5383, 9.3517], [-24.6049, -2.3159, 10.1363], [-25.1205, -4.9287, 11.5347], [-24.3337, -3.5014, 12.2182], [-22.8784, -4.9850, 11.1762], [-20.6833, -1.4793, 14.9021], [-20.3527, -0.4015, 13.8370], [-18.9951, -0.5144, 13.3468], [-19.8624, -1.5301, 15.6174], [-20.8974, -2.4540, 14.4658], [-21.5713, -1.1884, 15.4646], [-20.5007, 0.6190, 14.1931], [-21.0904, -0.4833, 13.0368], [-18.6523, 0.3007, 12.9746], [-21.5141, -6.7518, 17.9465], [-20.9124, -6.9854, 16.9074], [-22.8177, -6.9945, 18.0548], [-20.9390, -6.4599, 19.0979], [-23.2927, -7.0522, 18.9401], [-23.3230, -7.1255, 17.1930], [-21.4209, -6.2813, 19.9628], [-19.9905, -6.1231, 18.9677], [-18.3170, -4.5099, 17.3871], [-18.6047, -4.7842, 18.5579], [-17.1976, -3.8263, 17.0437], [-19.0417, -4.8884, 16.3501], [-16.9975, -3.4238, 16.1435], [-16.6635, -3.5538, 17.8544], [-18.8231, -4.5878, 15.4122], [-19.8597, -5.4633, 16.5060], [-17.5337, -8.0712, 16.3811], [-18.5055, -8.3705, 15.2488], [-17.8094, -9.0401, 14.0900], [-19.5182, -9.3032, 15.5875], [-16.7369, -7.3833, 16.0994], [-17.0482, -8.9701, 16.7657], [-18.1022, -7.6687, 17.2208], [-18.9099, -7.3798, 15.0296], [-18.3970, -9.1841, 13.1849], [-17.3669, -9.9783, 14.4293], [-16.8940, -8.5086, 13.8196], [-20.1517, -8.7864, 16.0978], [-24.4881, -7.8578, 10.3598], [-25.0827, -9.2546, 10.4875], [-26.4554, -9.3545, 9.8437], [-24.1745, -10.2061, 9.9310], [-25.2062, -7.1528, 10.7841], [-24.3933, -7.4882, 9.3381], [-23.5658, -7.6869, 10.9126], [-25.0727, -9.4956, 11.5533], [-26.4078, -9.0859, 8.7885], [-27.2367, -8.8678, 10.4273], [-26.7958, -10.3925, 9.8218], [-24.4874, -11.0974, 10.1048], [-16.0417, -3.1186, 13.6503], [-17.3445, -3.7968, 13.2289], [-17.3243, -5.2329, 13.7142], [-18.4447, -3.1367, 13.8399], [-15.2230, -3.4904, 13.0339], [-15.7685, -3.3451, 14.6823], [-16.0839, -2.0308, 13.7158], [-17.5592, -3.8047, 12.1584], [-16.6355, -5.8244, 13.1075], [-18.2613, -5.7750, 13.5887], [-16.9313, -5.3028, 14.7281], [-18.6108, -2.2189, 13.5868]], "atomic_forces_ev_per_a": [[-0.71, -0.69, -0.28], [0.69, -0.44, 0.74], [0.33, 1.53, -0.37], [-0.23, 0.13, -0.29], [0.10, 0.54, 0.30], [0.15, -0.12, 0.06], [-0.56, -0.81, -0.51], [-0.05, -0.19, 0.02], [0.07, -0.01, 0.35], [-0.22, 0.23, 0.33], [-0.13, -0.28, -1.26], [0.20, -0.28, 0.19], [-0.05, -0.03, -0.01], [0.08, 0.04, 0.02], [-0.10, -0.09, -0.14], [0.27, -0.11, 0.14], [0.19, 0.15, 0.46], [-0.16, 0.34, 0.25], [-0.60, 0.13, -0.28], [0.60, 0.83, -0.02], [-0.68, -0.69, 0.84], [0.44, -0.21, 0.18], [-0.07, -0.21, -0.02], [-0.09, -0.34, -0.03], [-0.47, 0.23, -0.38], [0.46, 0.04, -0.01], [0.36, 0.12, -0.31], [-0.22, -0.65, -0.86], [-0.07, -0.35, 0.43], [0.94, 0.21, 0.09], [0.15, 0.12, -0.06], [-0.34, -0.17, 0.28], [-0.31, 0.04, 0.05], [0.18, 0.52, 0.01], [-0.26, 0.02, 0.08], [-0.10, 0.33, 0.03], [0.12, -0.52, 1.67], [0.38, -0.79, 0.54], [-0.64, 0.55, -0.79], [-0.13, 0.34, -0.12], [0.15, -0.15, -0.36], [-0.12, 0.37, -0.39], [0.20, 0.67, 0.14], [0.09, -0.13, -0.74], [0.20, -0.21, 0.32], [0.03, -0.03, 0.54], [0.85, -0.57, -0.44], [-0.01, 0.02, -0.29], [0.12, 0.58, -0.07], [0.26, -0.46, 0.15], [-0.56, 0.51, -0.08], [-0.22, -0.04, -0.03], [-0.56, 0.31, 0.18], [-0.08, -0.35, -0.17], [0.38, 0.94, -0.26], [-0.46, 0.21, 0.07], [-0.56, -0.66, 0.36], [0.01, -0.29, -0.02], [0.32, 0.01, -0.05], [-0.07, 0.21, -0.14], [0.13, -0.09, 0.53], [0.29, -0.22, -0.36], [-0.31, 0.09, -0.01], [-0.54, -1.59, 0.82], [0.64, 0.53, -1.12], [-2.29, -0.11, -0.65], [1.85, 0.66, 0.77], [-0.01, 0.17, -0.26], [-0.07, -0.22, 0.28], [-0.03, 0.16, -0.32], [0.32, 0.28, 0.57], [0.02, -0.06, 0.20], [0.30, -0.02, -0.01], [0.99, 0.42, 1.20], [-1.30, -0.37, -1.11], [-0.36, -0.08, 0.12], [0.15, 0.23, -0.35], [-0.12, 0.15, 0.18], [0.13, -0.13, -0.01], [-0.20, -0.64, 0.74], [1.17, -0.11, -0.36], [1.45, 0.36, -0.28], [-0.59, 0.45, 0.32], [-0.21, 0.18, -0.14], [-0.02, -0.21, -0.19], [0.11, 0.29, 0.02], [-0.48, -0.17, -0.55], [-0.09, -0.02, 0.14], [-0.55, -0.34, 0.06], [-0.17, 0.47, -0.23], [-0.38, -0.05, 0.38], [-0.59, 0.47, 0.03], [0.62, 0.06, 0.24], [-0.08, -0.98, 0.22], [0.43, 0.19, -0.64], [-0.12, -0.05, 0.24], [0.29, -0.44, -0.17], [0.08, -0.29, -0.19], [-0.70, 0.19, 0.23], [-0.13, 0.53, 0.14], [0.14, 0.57, -0.30], [0.20, -0.24, 0.13], [-0.15, 0.02, 0.04], [0.24, 0.02, -0.03], [-0.37, 0.52, 0.42], [0.52, -0.58, -0.51], [-0.58, -1.05, 1.04], [0.14, 0.37, -0.06], [-0.12, -0.60, 0.02], [-0.12, 0.08, -0.87], [0.62, 0.19, -0.26], [0.25, 0.19, -0.13], [-0.18, 0.33, 0.29], [-0.32, -0.07, 0.12], [0.67, 0.18, -0.44]], "smiles": "NC(N)=O.NC(N)=O.CC(C)O.CC(C)O.CC(C)O.CCO.CCO.CCO.CCO.CCO.CCO.CCO", "largest_force_ev_per_a": 2.38, "e_homo_ev": -9.69, "charge": 0, "energy_ev": -57655.87653, "multiplicity": 1, "lumo_ev": 0.38}